1 | This record from the Open Molecules 2025 dataset describes 3 unconnected molecules or ions with the total composition C3H13NO2. The level of theory is ωB97M-V/def2-TZVPD.

Positions of all 19 atoms, in Å:
C (-1.34026, 0.64136, 0.64358)
C (-0.30604, -0.42066, 1.02170)
N (-0.46900, -1.73942, 0.41762)
C (-0.24862, -1.76901, -1.04193)
H (-1.03982, 1.49213, 1.25768)
H (-1.40484, 0.89655, -0.42084)
H (-2.34989, 0.38125, 0.99734)
H (0.64031, 0.03479, 0.63334)
H (-0.10835, -0.53524, 2.09245)
H (-1.44433, -1.96420, 0.59772)
H (-0.41815, -2.75281, -1.48961)
H (0.79683, -1.50624, -1.16901)
H (-0.89083, -0.98790, -1.44817)
H (-0.15498, 5.18524, -3.37197)
H (0.63207, 4.30006, -2.41865)
O (0.50607, 5.22407, -2.67899)
H (2.22553, -1.83974, 2.04789)
H (0.90329, -2.39315, 1.33983)
O (1.61850, -2.57484, 1.99052)

Its highest occupied orbital energy is -9.553 eV. Its SMILES is CCNC.O.O. Its net charge is 0. As for the LUMO energy: 0.47 eV. As for the frontier orbital gap: 10.02 eV.

***

2 | This record from the Open Molecules 2025 dataset describes 3 unconnected molecules or ions with the total composition C3H13NO2. The level of theory is ωB97M-V/def2-TZVPD.

Positions of all 19 atoms, in Å:
C (1.84148, -1.84755, 1.41360)
C (1.97507, -0.44074, 0.80793)
N (0.96236, 0.61026, 0.77965)
C (1.60941, 1.69462, -0.10832)
H (2.00692, -1.61383, 2.47524)
H (0.89989, -2.29111, 1.13533)
H (2.58478, -2.49545, 0.97300)
H (2.91510, 0.08312, 1.39888)
H (2.30503, -0.51303, -0.28964)
H (0.11970, 0.23799, 0.33334)
H (2.01871, 1.46608, -1.20614)
H (2.45401, 2.12116, 0.47920)
H (0.79203, 2.41177, -0.31818)
H (-6.00385, 3.97417, 1.63370)
H (-4.85779, 4.10696, 2.27156)
O (-5.52368, 4.74649, 1.96080)
H (-1.81549, -4.51164, -5.18893)
H (-1.84744, -3.64252, -3.92817)
O (-2.43624, -4.09676, -4.62287)

Its highest occupied orbital energy is -9.138 eV. Its SMILES is CCNC.O.O. Its net charge is 0. As for the LUMO energy: 0.68 eV. As for the frontier orbital gap: 9.82 eV.

***

Most stable of them? 1.

***

1 | This record from the Open Molecules 2025 dataset describes C19H22N4O2S in the gas phase. The level of theory is ωB97M-V/def2-TZVPD.

Positions of all 48 atoms, in Å:
O (2.07526, -2.41129, 0.96427)
O (-1.17560, -0.09307, -2.87695)
S (-1.03284, 0.09666, 3.13957)
C (0.95583, -2.25572, 0.55117)
C (-0.97924, 0.12679, -1.68997)
C (0.18356, -1.04374, 2.55265)
C (0.10104, -1.29673, 1.20382)
C (-1.03055, -0.60849, 0.59377)
C (-1.74733, 0.17062, 1.50327)
C (-2.33578, -4.79913, -1.77970)
C (-3.29906, -3.77244, -1.83628)
C (-1.04888, -4.52590, -1.37500)
C (-2.98140, -2.45894, -1.54696)
C (-0.69882, -3.21040, -1.03517)
C (-1.66626, -2.15803, -1.10426)
N (0.59645, -3.01028, -0.56597)
N (-1.33684, -0.83792, -0.74661)
N (2.89829, 2.57364, 1.14985)
N (0.55183, 1.73516, -0.25551)
C (-3.05953, 0.89777, 1.21425)
C (3.67665, 3.68608, 0.51642)
C (-0.50428, 1.55050, -1.31847)
C (2.94498, 1.22692, 0.50035)
C (1.53514, 2.94414, 1.61434)
C (1.88695, 1.14197, -0.61097)
C (0.59025, 3.02697, 0.40521)
H (0.93637, -1.43945, 3.21319)
H (-2.68812, -5.80581, -1.95844)
H (-4.31111, -4.04021, -2.13501)
H (-0.30854, -5.33385, -1.28786)
H (-3.74052, -1.68499, -1.60438)
H (1.26894, -3.75505, -0.69393)
H (-3.06073, 1.96139, 1.50585)
H (-3.32219, 0.77686, 0.17781)
H (-3.82180, 0.41834, 1.83523)
H (3.75785, 4.51194, 1.20069)
H (4.69014, 3.28631, 0.26203)
H (3.26969, 4.04763, -0.42166)
H (-0.17277, 2.05288, -2.22053)
H (-1.42321, 2.04560, -1.01463)
H (2.65189, 0.48257, 1.24102)
H (3.89762, 0.92571, 0.14976)
H (1.54865, 3.85931, 2.17845)
H (1.17403, 2.14365, 2.29257)
H (1.77850, 0.06480, -0.86395)
H (2.23693, 1.69607, -1.50750)
H (0.93629, 3.76404, -0.27012)
H (-0.39774, 3.32714, 0.75429)

Its highest occupied orbital energy is -7.790 eV. Its SMILES is Cc1scc2c1N(C(=O)CN1CCN(C)CC1)c1ccccc1NC2=O. Its net charge is 0. As for the LUMO energy: 0.35 eV. As for the frontier orbital gap: 8.14 eV.

***

2 | This record from the Open Molecules 2025 dataset describes C19H22N4O2S in the gas phase. The level of theory is ωB97M-V/def2-TZVPD.

Positions of all 48 atoms, in Å:
C (-5.06882, -1.37041, -2.52596)
C (-4.00062, -1.37944, -1.47518)
C (-3.35099, -2.55541, -1.12888)
C (-2.38586, -2.55212, -0.13803)
C (-2.03550, -1.39158, 0.53366)
C (-2.68736, -0.20075, 0.17935)
C (-3.65941, -0.20907, -0.81376)
H (-4.15028, 0.71466, -1.07088)
N (-2.32811, 0.97648, 0.84955)
C (-2.69565, 2.25574, 0.59135)
O (-3.49662, 2.61047, -0.24732)
C (-1.95832, 3.26825, 1.46874)
H (-1.75735, 2.85397, 2.45712)
C (-0.63736, 3.67020, 0.80100)
C (0.34405, 2.52160, 0.78984)
O (0.35995, 1.61103, 1.60699)
N (1.22240, 2.53503, -0.23021)
N (2.16119, 1.51448, -0.31619)
C (3.30329, 1.70731, -1.01180)
N (4.24169, 0.73021, -0.99265)
C (4.19472, -0.54191, -0.40997)
C (3.01947, -1.28593, -0.32594)
C (3.03914, -2.54067, 0.25659)
C (4.21889, -3.07260, 0.74736)
C (5.39474, -2.34856, 0.63429)
C (5.38651, -1.09323, 0.05825)
H (6.30312, -0.52832, -0.03045)
H (6.32321, -2.76218, 0.99773)
H (4.22589, -4.05058, 1.20286)
H (2.12250, -3.10741, 0.31546)
H (2.10168, -0.91030, -0.75008)
H (5.11716, 0.99686, -1.42369)
S (3.54108, 3.08991, -1.89688)
H (2.10575, 0.88304, 0.47997)
H (1.40487, 3.29631, -0.88155)
H (-0.18386, 4.49296, 1.36085)
H (-0.82128, 4.01065, -0.21866)
H (-2.59082, 4.15038, 1.56663)
H (-1.59384, 0.85834, 1.53679)
C (-0.99740, -1.43249, 1.61839)
H (-0.54829, -2.42138, 1.66899)
H (-0.20325, -0.70624, 1.44867)
H (-1.44665, -1.21880, 2.58933)
H (-1.89092, -3.47755, 0.12215)
H (-3.59977, -3.47791, -1.63314)
H (-6.02913, -1.63424, -2.08169)
H (-4.85046, -2.09521, -3.30736)
H (-5.16338, -0.38362, -2.97166)

Its highest occupied orbital energy is -8.187 eV. Its SMILES is Cc1ccc(C)c(NC(=O)CCC(=O)NNC(=S)Nc2ccccc2)c1. Its net charge is 0. As for the LUMO energy: 0.47 eV. As for the frontier orbital gap: 8.65 eV.

***

Most stable of them? 2.